Computed, not measured: 3 unconnected molecules or ions with the total composition C25H49ClN3O5, with the ωB97M-V functional and the def2-TZVPD basis.

XYZ file:
```
83
Properties=species:S:1:pos:R:3:mulliken_spin:R:1
Cl -3.74 3.93 -3.58 0.000
O -6.09 0.16 -5.52 0.000
O -4.27 5.50 -1.55 0.000
O -1.34 -1.66 -1.15 0.528
O 5.44 0.54 3.23 0.564
O -5.23 0.15 -3.48 0.001
N -3.93 2.25 -0.79 -0.001
N -1.33 -2.56 -0.24 0.377
N 4.59 1.31 2.66 0.369
C -0.42 -3.04 2.06 0.017
C 5.87 2.99 0.66 -0.021
C 1.13 -2.75 0.13 0.018
C -1.42 -3.93 -0.84 0.013
C -2.42 -3.93 -1.99 0.000
C 4.46 0.96 1.22 -0.001
C -7.61 0.81 -3.81 0.000
C -3.10 3.49 -0.95 0.000
C -5.53 -0.04 -2.11 -0.002
C 1.09 -4.19 -0.39 -0.018
C -0.16 -0.83 1.09 -0.020
C -4.18 -0.17 -1.41 -0.008
C -0.05 -4.36 -1.39 0.029
C -1.95 -4.96 0.20 0.014
C -0.21 -2.31 0.72 0.041
C 6.02 3.27 2.15 0.029
C 5.24 2.86 4.47 -0.006
C -6.28 0.34 -4.34 0.000
C -3.35 1.07 -1.53 0.009
C 5.64 1.50 0.42 0.020
C 4.39 -0.56 1.07 -0.007
C 4.86 2.74 3.00 0.013
C -3.76 4.47 -1.91 0.000
C 3.15 1.48 0.60 0.032
C 3.59 3.61 2.81 0.016
H 3.14 2.56 0.44 0.003
H 6.18 2.36 4.70 0.002
H 0.59 -0.66 1.85 0.002
H 2.29 1.22 1.22 -0.016
H -6.07 -0.96 -1.93 0.000
H 2.74 3.05 2.43 -0.009
H 6.77 3.32 0.14 0.002
H 5.31 -1.05 1.36 0.004
H -0.28 -4.12 2.00 0.001
H -1.42 -2.85 2.46 -0.010
H 3.00 1.03 -0.38 0.001
H -3.64 -0.93 -1.96 0.013
H 5.36 3.92 4.71 0.001
H -2.92 -5.35 -0.11 0.002
H -3.40 -3.58 -1.65 -0.002
H -1.28 -5.81 0.32 0.000
H 6.95 2.81 2.50 0.003
H 6.55 0.96 0.69 0.007
H -3.97 2.01 0.19 0.000
H -1.12 -0.50 1.49 -0.001
H -4.88 2.39 -1.13 0.000
H -6.13 0.76 -1.70 0.000
H 0.17 -3.77 -2.28 0.001
H -3.00 3.98 0.00 0.000
H -8.14 1.19 -4.66 0.000
H -0.12 -5.40 -1.71 0.001
H 4.20 -0.81 0.02 0.000
H 1.91 -2.65 0.88 0.001
H 3.76 4.46 2.14 0.000
H -8.18 0.02 -3.36 0.000
H 0.30 -2.68 2.79 0.000
H -2.37 0.89 -1.12 -0.004
H -3.22 1.34 -2.57 0.001
H 1.41 -2.08 -0.70 0.005
H 5.05 3.59 0.24 0.000
H -2.13 -4.53 1.18 -0.012
H -7.49 1.62 -3.10 0.000
H 5.47 1.32 -0.65 0.000
H 0.99 -4.89 0.44 -0.001
H -2.10 -3.30 -2.82 0.002
H 3.58 -0.97 1.67 -0.004
H -2.14 3.21 -1.34 0.000
H -2.53 -4.94 -2.36 0.000
H 4.46 2.45 5.11 -0.005
H 2.04 -4.42 -0.88 0.002
H 6.13 4.34 2.33 0.002
H 0.09 -0.19 0.24 0.005
H 3.25 4.02 3.76 0.000
H -4.29 -0.53 -0.40 -0.002
```

As for the net charge: +1. The value obtained for the lowest unoccupied orbital energy (alpha / beta) is -3.72 / -3.72 eV. Its HOMO energy (alpha / beta) is -9.99 / -10.96 eV. Its expectation value of S² is 2.01. The value obtained for the HOMO-LUMO gap (alpha / beta) is 6.266 / 7.240 eV. As for the energy: -53940.140 eV. The spin multiplicity is 3.